{
  "formula": "C33H76N4O17",
  "method": "the ωB97M-V functional and the def2-TZVPD basis",
  "energy_ev": -76195.6398,
  "relative_energy_ev": 0.0000,
  "lumo_energy_ev": -2.44,
  "homo_energy_ev": -9.25,
  "largest_force_ev_per_a": 8.3,
  "homo_lumo_gap_ev": 6.81,
  "symbols": ["H", "H", "C", "H", "H", "O", "C", "H", "H", "C", "H", "H", "H", "H", "H", "C", "H", "H", "H", "H", "C", "H", "H", "O", "C", "C", "H", "H", "C", "O", "O", "H", "C", "N", "C", "C", "H", "H", "H", "H", "H", "O", "O", "H", "H", "C", "C", "H", "O", "O", "C", "H", "H", "H", "N", "N", "H", "H", "C", "H", "H", "H", "H", "H", "H", "C", "H", "O", "H", "C", "C", "H", "H", "H", "H", "H", "C", "O", "H", "H", "O", "C", "H", "H", "H", "O", "C", "H", "H", "C", "C", "C", "H", "N", "H", "H", "H", "C", "H", "O", "C", "H", "H", "H", "H", "H", "H", "H", "C", "H", "C", "H", "H", "H", "C", "O", "H", "O", "O", "H", "C", "H", "O", "C", "H", "C", "C", "H", "H", "H"],
  "positions_angstrom": [[1.2200, -4.3941, -4.2249], [0.6460, -5.2781, -1.7429], [-2.9270, 1.1519, -4.9619], [5.0640, 0.0669, 0.1081], [-3.2380, 5.0739, 5.6511], [-2.5330, 6.1819, 3.4401], [1.3530, -6.2091, 2.8531], [-0.9960, 4.9149, -3.6479], [4.2760, -2.4581, -2.4229], [-2.9240, 4.1959, 4.8741], [-0.6040, -2.8951, 1.5081], [5.7820, -0.0931, 1.9831], [0.4140, 0.1629, 4.3181], [3.3200, 1.0669, -1.9529], [1.2870, 3.4349, -2.2729], [-3.7770, -1.4971, -1.2239], [-1.0980, -1.0501, 7.5501], [-0.6750, -5.4711, 3.2081], [-4.7920, 0.0749, -2.4669], [-3.8540, -1.9481, -0.3689], [3.6230, -1.9471, -3.0559], [1.9590, -0.5431, -4.0139], [0.2160, 1.7159, 7.3171], [1.8350, 2.7499, 1.6831], [-0.8690, 0.3329, 5.8051], [5.0550, 0.4239, 1.1421], [-1.9030, -1.6581, 6.0361], [0.8850, 3.6619, -0.5949], [-0.0420, 5.6519, -3.3239], [-1.8620, 1.5659, -2.9269], [-2.6090, -0.7181, -1.2549], [1.8390, -4.3221, 3.7321], [-2.9540, 1.0249, -6.5329], [-2.9230, 0.7639, 1.8391], [-0.4510, 1.5679, -6.3439], [-4.8210, -0.4201, -1.4749], [0.0370, 2.3779, 5.6651], [4.0730, 0.2479, 1.1991], [-2.1030, 3.7839, 5.3131], [1.1620, 0.8839, -0.3299], [3.2310, -5.1691, 3.2201], [1.7040, -1.8101, 1.4051], [-1.2910, 1.0139, -8.3269], [4.8570, 0.3089, -1.9789], [-0.6150, -6.8261, 1.9281], [0.4790, 5.3039, -1.7609], [0.0730, -4.7131, -3.9009], [6.9710, 2.5099, 1.9571], [1.9050, -7.0521, 1.9291], [4.1660, 2.3799, 0.3691], [-1.5340, 1.1909, -7.1839], [3.2570, 2.3759, 0.8651], [2.8080, -1.1971, -1.3369], [-1.6080, -2.1311, 0.1321], [0.0450, -0.0471, 1.0311], [1.1270, 2.5299, 2.7361], [-1.9730, 3.8279, 0.1341], [-1.2490, 3.9779, 2.5811], [-0.3810, -2.5011, 0.6341], [-3.7850, 1.0629, -4.3539], [-0.2360, 6.7169, -3.2959], [-0.4490, -3.8191, -3.4649], [1.4070, -6.7151, 3.8281], [-0.4500, 1.4839, -0.6129], [4.7250, 2.3149, 2.2801], [5.0190, 1.9079, 1.3041], [0.8130, 5.5759, -4.0429], [0.9090, 1.4449, 3.0691], [-1.9280, -6.1311, -2.9909], [0.1790, 0.5369, -0.2879], [-0.1070, -5.9071, 2.4021], [0.0700, -5.1331, 1.5311], [-1.7950, -5.1351, -1.7119], [-0.1030, -0.1041, -0.9679], [2.2450, -4.6071, 2.0861], [-1.2640, 2.1149, 6.8711], [-1.6070, -0.7231, 6.6841], [1.7660, -0.4591, -3.0969], [-0.0520, 6.0139, -0.2319], [-1.3450, -6.8491, -1.5079], [-2.6440, 1.2579, 0.7431], [-0.5100, 1.7289, -4.9499], [-3.8000, 0.5649, -7.2749], [-2.5850, -0.2681, 7.0571], [-0.2500, 3.4139, -2.0359], [-3.1670, 1.3679, 2.8631], [0.5780, -1.3981, 1.0771], [-0.5410, -5.1021, -4.7509], [-1.8940, 5.3669, 0.7911], [-0.5530, 1.6379, 6.4121], [2.2390, -4.9771, 2.9861], [-1.2600, -6.0011, -2.2139], [0.6770, -7.4811, -2.4449], [-2.2270, 3.9849, 2.4491], [-4.9880, 0.1969, -0.6589], [-1.0280, 0.0729, 1.2071], [0.3170, -3.2361, 0.3341], [6.3680, 2.5939, 1.1001], [-2.6770, 2.9979, 2.6291], [-2.4660, -0.4651, 1.9541], [-2.4330, 4.4479, 0.9691], [-2.9090, -3.2291, -2.3629], [-3.5810, 3.3569, 4.6701], [-5.9120, -0.7821, -1.6759], [-1.6020, 0.5379, 5.0181], [2.9710, -2.6421, -3.2869], [-4.8360, -2.6361, -2.3669], [0.5540, 1.8689, -6.6769], [2.9380, -0.7691, -2.4139], [6.7970, 2.1389, 0.3511], [-2.5880, 4.9249, 3.5041], [-2.6450, 0.0409, -0.7819], [1.4740, 6.0799, -1.5579], [0.2850, 1.8419, -4.1819], [0.6300, 3.8419, -1.6199], [0.6710, -6.8511, -3.2119], [3.7720, 0.8789, -3.4029], [-0.5360, 5.8169, -1.0109], [0.3650, 3.4609, 3.0711], [4.2100, -1.5241, -3.7069], [3.8000, 0.3969, -2.4869], [0.3030, 0.5499, 1.6801], [0.1920, -0.3591, 5.1951], [-1.7960, 1.4959, -4.1939], [6.2430, 3.6049, 0.9601], [-3.8140, -2.4411, -2.4579], [0.1450, -5.5951, -2.7189], [-3.6630, -1.8071, -3.3099], [-3.5300, 4.5909, 0.6841], [2.8330, -7.2351, 2.0331]],
  "lowdin_charge": [0.13, 0.15, 0.05, 0.06, 0.16, 0.10, -0.52, 0.13, 0.08, 0.04, 0.01, 0.15, 0.10, 0.01, 0.05, -0.46, 0.04, 0.06, 0.08, 0.07, -0.03, 0.08, 0.13, -0.04, -0.54, -0.04, 0.11, 0.07, -0.04, 0.05, -0.07, 0.09, 0.15, -0.50, 0.00, -0.05, 0.12, 0.01, 0.01, 0.08, 0.07, 0.12, 0.13, 0.14, 0.10, -0.48, -0.08, 0.07, -0.04, -0.08, -0.47, 0.08, 0.17, 0.21, 0.12, -0.52, 0.10, 0.08, 0.03, 0.07, 0.04, 0.08, 0.13, 0.14, 0.14, -0.57, 0.06, 0.03, 0.04, 0.01, -0.03, 0.09, 0.07, 0.03, 0.01, -0.01, -0.05, -0.02, 0.07, 0.09, -0.02, 0.05, 0.16, 0.09, 0.05, 0.02, -0.33, 0.10, 0.06, -0.08, -0.03, -0.08, 0.10, 0.09, 0.04, 0.14, 0.06, -0.03, 0.14, -0.06, 0.03, 0.12, 0.07, 0.11, 0.11, 0.03, 0.05, 0.13, -0.51, 0.02, -0.33, -0.03, 0.20, 0.11, -0.07, -0.09, 0.07, -0.07, -0.03, 0.04, -0.06, 0.04, -0.08, -0.40, 0.06, -0.01, -0.51, 0.06, 0.13, 0.09]
}

{
  "formula": "C4H9FO2",
  "method": "the ωB97M-V functional and the def2-TZVPD basis",
  "energy_ev": -11103.4563,
  "relative_energy_ev": 2.5531,
  "lumo_energy_ev": 0.89,
  "homo_energy_ev": -9.53,
  "largest_force_ev_per_a": 5.2,
  "homo_lumo_gap_ev": 10.42,
  "smiles": "CO[C@@H](CO)CF",
  "symbols": ["O", "H", "H", "H", "C", "O", "H", "H", "H", "H", "F", "C", "C", "C", "H", "H"],
  "positions_angstrom": [[-1.2919, -1.1035, 0.2927], [-0.4706, -1.4832, 0.3021], [1.8180, 0.2218, 1.8163], [0.2691, 0.2332, -2.8383], [1.2505, 0.0232, 0.7188], [-0.1488, 1.0008, -0.9028], [-0.0252, 1.8018, 1.0762], [-1.1477, 0.0606, 2.0791], [-2.2029, 0.6433, 0.7171], [0.9758, -0.6372, -1.5372], [1.1467, -1.3310, 0.4443], [-0.1053, 0.8165, 0.5357], [-1.2945, 0.1141, 1.0651], [0.1446, -0.1185, -1.8803], [1.8532, 0.4773, -0.1461], [-0.7711, -0.7193, -1.7427]],
  "lowdin_charge": [-0.05, -0.01, 0.18, 0.06, -0.13, -0.18, 0.16, 0.10, 0.15, 0.04, -0.07, -0.31, -0.16, 0.00, 0.14, 0.10]
}

{
  "formula": "C2H3NO2",
  "method": "the ωB97M-V functional and the def2-TZVPD basis",
  "energy_ev": -7703.7071,
  "relative_energy_ev": 4.1359,
  "lumo_energy_ev": -0.21,
  "homo_energy_ev": -9.39,
  "largest_force_ev_per_a": 1.6,
  "homo_lumo_gap_ev": 9.18,
  "smiles": "O=N[C@H]1CO1",
  "symbols": ["C", "H", "C", "O", "H", "H", "N", "O"],
  "positions_angstrom": [[-0.0260, 0.1120, -1.0909], [-0.3882, 0.0154, 1.0847], [0.3596, 0.2010, 0.3259], [0.1535, 1.3315, -0.4578], [1.3857, -0.0127, 0.5953], [-1.0167, -0.1629, -1.4337], [1.1723, -0.1936, -2.0360], [0.9072, -0.9234, -2.9482]],
  "lowdin_charge": [-0.28, 0.11, -0.11, -0.01, 0.11, 0.14, 0.03, 0.01]
}

{
  "formula": "C6H9NS",
  "method": "the ωB97M-V functional and the def2-TZVPD basis",
  "energy_ev": -18691.6298,
  "relative_energy_ev": 1.5806,
  "lumo_energy_ev": 0.68,
  "homo_energy_ev": -8.13,
  "largest_force_ev_per_a": 3.2,
  "homo_lumo_gap_ev": 8.80,
  "smiles": "C=C1CCN(C=S)C1",
  "symbols": ["H", "C", "H", "H", "C", "C", "H", "H", "S", "N", "H", "C", "H", "H", "C", "C", "H"],
  "positions_angstrom": [[-1.6274, -1.4123, -1.1210], [0.0451, 0.6283, 1.0549], [1.3449, 2.2178, 1.7906], [1.7388, -0.6643, 0.6559], [0.7785, -0.8887, -2.0358], [0.3090, 1.7469, 1.7327], [-0.5312, 2.3191, 2.1991], [-1.0199, -1.2937, 1.4722], [0.1502, -1.6894, -3.3035], [0.2482, -0.5269, -0.9046], [-1.7151, 0.3024, -1.1075], [-1.2188, -0.3183, 0.9082], [1.7153, 0.8271, -0.3709], [1.9183, -0.9084, -2.0066], [-1.2029, -0.5209, -0.5990], [1.1035, 0.0168, 0.1270], [-2.0365, 0.1647, 1.5083]],
  "lowdin_charge": [0.10, -0.28, 0.09, 0.12, -0.76, 0.04, 0.07, 0.14, 0.58, -0.19, 0.13, -0.10, 0.14, 0.09, -0.15, -0.13, 0.12]
}